A molecular structure, C15H24KO12 in a non-equilibrium geometry. Source: the OMol25 dataset; level of theory: the ωB97M-V functional and the def2-TZVPD basis.

Calculated values
Net charge: +1
ΔE to the lowest compared entry with this formula, charge and spin in kJ/mol: 0.0
Frontier orbital gap in Eh: 0.398
Lowest unoccupied orbital energy in eV: -2.26

Atoms and positions in Å:
K -2.036 -0.912 0.769
C 0.746 1.745 0.235
C -0.006 2.001 1.583
C -0.674 3.412 1.550
O -1.895 3.282 2.220
C -2.121 2.032 2.324
O -3.076 1.545 2.911
O -1.107 1.238 1.863
H 1.029 2.727 -0.148
H 0.138 1.365 -0.500
H 1.533 1.056 0.315
H 0.768 1.792 2.338
H -0.941 3.838 0.616
H -0.159 4.257 2.121
C -0.095 -3.745 -4.023
C 0.089 -3.703 -2.486
C 1.481 -3.209 -2.185
O 1.306 -1.828 -1.961
C 0.005 -1.595 -1.884
O -0.408 -0.519 -1.616
O -0.731 -2.694 -1.995
H 0.076 -2.900 -4.650
H -1.176 -4.097 -4.136
H 0.575 -4.523 -4.354
H -0.181 -4.654 -2.126
H 2.246 -3.531 -2.904
H 1.714 -3.714 -1.247
C 4.183 -1.033 3.835
C 3.991 -0.870 2.336
C 3.883 -2.230 1.580
O 2.571 -2.561 1.310
C 1.897 -1.449 1.563
O 0.718 -1.302 1.410
O 2.673 -0.509 2.117
H 4.320 -0.069 4.302
H 5.126 -1.569 3.962
H 3.385 -1.598 4.291
H 4.521 -0.153 1.797
H 4.539 -3.027 1.946
H 4.243 -2.049 0.558
C -1.729 2.864 -2.565
O -3.107 3.039 -2.285
C -3.628 2.507 -1.160
O -2.940 1.431 -0.540
O -4.900 2.836 -0.912
C -5.604 2.255 0.193
H -1.617 1.845 -2.816
H -1.109 3.043 -1.688
H -1.416 3.586 -3.301
H -5.552 1.148 -0.059
H -6.582 2.782 0.403
H -4.969 2.414 1.085

Forces on atoms 1 to 2 (eV/Å):
0.01 0.18 -0.24
-0.92 1.78 1.64


A single C15H24N2O molecule. Source: the OMol25 dataset; level of theory: the ωB97M-V functional and the def2-TZVPD basis.

Calculated values
Net charge: 0
SMILES string: CCCCN1CCNC[C@@H]1Cc1ccc(O)cc1
ΔE to the lowest compared entry with this formula, charge and spin in kJ/mol: 130.4
Frontier orbital gap in Eh: 0.305
Lowest unoccupied orbital energy in eV: 0.82

Atoms and positions in Å:
C -4.999 -0.985 0.526
C -4.464 -0.275 -0.713
C -3.041 0.256 -0.538
C -1.991 -0.866 -0.485
N -0.618 -0.460 -0.300
C 0.010 0.224 -1.417
C 0.083 1.749 -1.262
N 0.709 2.120 -0.006
H 1.662 1.767 0.007
C -0.036 1.549 1.098
H 0.476 1.798 2.030
C -0.266 0.022 1.027
H -1.115 -0.198 1.686
C 0.917 -0.795 1.614
C 2.232 -0.636 0.912
C 3.134 0.353 1.286
C 4.341 0.506 0.627
C 4.674 -0.342 -0.421
C 3.789 -1.350 -0.792
C 2.588 -1.491 -0.127
H 1.906 -2.277 -0.418
H 4.064 -2.011 -1.598
O 5.850 -0.230 -1.102
H 6.367 0.498 -0.738
H 5.030 1.284 0.930
H 2.898 1.014 2.108
H 0.623 -1.846 1.579
H 1.027 -0.504 2.662
H -1.010 2.052 1.106
H 0.661 2.178 -2.084
H -0.917 2.193 -1.271
H -0.527 -0.040 -2.330
H 1.038 -0.150 -1.510
H -2.039 -1.437 -1.419
H -2.234 -1.553 0.331
H -2.808 0.914 -1.377
H -2.988 0.848 0.379
H -5.122 0.565 -0.946
H -4.489 -0.960 -1.564
H -6.036 -1.276 0.374
H -4.952 -0.326 1.391
H -4.425 -1.882 0.745

Forces on atoms 1 to 2 (eV/Å):
0.01 0.04 -0.23
0.08 0.13 0.18


A molecular structure, C15H24N2O7P2Pd. Source: the OMol25 dataset; level of theory: the ωB97M-V functional and the def2-TZVPD basis.

Calculated values
Net charge: -2
ΔE to the lowest compared entry with this formula, charge and spin in kJ/mol: 0.0
Frontier orbital gap in Eh: 0.162
Lowest unoccupied orbital energy in eV: 4.45

Atoms and positions in Å:
Pd 0.933 0.158 -0.463
C 4.641 2.775 1.168
C 3.917 2.381 -0.111
O 4.539 3.128 -1.184
P 4.282 0.647 -0.592
O 5.867 0.496 -0.211
O 3.705 -0.361 0.467
O 4.101 0.400 -2.037
P 2.124 2.942 0.043
O 1.708 2.384 1.507
O 2.208 4.427 0.083
O 1.281 2.253 -1.006
H 5.720 2.728 1.017
H 4.362 2.103 1.980
H 4.348 3.792 1.432
H 4.008 2.949 -1.971
H 6.348 0.767 -1.001
H 2.698 -0.494 0.295
H 1.142 1.593 1.385
N -2.311 1.616 1.282
C -2.484 1.428 0.156
N -2.726 1.290 -1.159
C -2.440 -0.033 -1.744
C -3.562 -1.011 -1.418
C -4.913 -0.462 -1.880
C -5.165 0.923 -1.284
C -3.997 1.856 -1.597
H -1.455 -0.374 -1.407
H -2.372 0.112 -2.828
H -3.581 -1.171 -0.337
H -3.355 -1.977 -1.885
H -5.721 -1.147 -1.610
H -4.914 -0.382 -2.975
H -5.263 0.841 -0.197
H -6.096 1.352 -1.668
H -4.122 2.830 -1.125
H -3.924 2.013 -2.679
C 0.558 -1.932 -0.381
C 0.235 -2.575 0.893
C -1.080 -2.919 1.264
C -1.380 -3.522 2.474
C -0.376 -3.831 3.386
C 0.937 -3.512 3.040
C 1.233 -2.902 1.837
H -0.241 -2.108 -1.114
H 1.481 -2.355 -0.798
H -1.878 -2.695 0.565
H -2.414 -3.754 2.714
H -0.608 -4.296 4.337
H 1.742 -3.735 3.735
H 2.259 -2.636 1.605

Forces on atoms 1 to 2 (eV/Å):
-0.35 -0.45 -0.37
0.02 -0.02 0.04